(1)
Formula: C24H19I2N3OSm
Source: the Open Molecules 2025 dataset
Level of theory: ωB97M-V with the def2-TZVPD basis set

Values from the calculation:
Calculated total energy: -2418.67531 Ha
<S²>: 8.762
Total charge: +1
Multiplicity: 6
HOMO-LUMO gap (alpha / beta): 7.8 / 7.9 eV

Cartesian coordinates (Å):
C 0.88 -3.86 -1.01
H -2.84 -4.57 -0.41
C -3.71 -2.13 -0.88
H -4.09 -3.14 -0.97
H -0.10 3.65 0.81
H -1.47 2.98 2.60
I 5.95 4.44 0.88
H 1.05 4.17 -1.54
H -1.26 -6.42 -0.45
C -1.79 -4.35 -0.60
C -1.55 0.97 3.39
C 0.45 -5.16 -0.83
H 5.61 1.35 0.74
C 4.81 1.74 0.13
C 4.62 3.11 -0.01
H 1.00 2.85 -2.72
H 3.26 4.65 -0.64
C -1.06 -0.32 3.25
C -4.58 -1.07 -0.85
H -0.68 2.52 -1.14
Sm 0.72 -0.44 -0.89
C 0.36 2.68 0.60
H 1.42 2.78 0.84
C 3.49 3.59 -0.66
C -1.35 -3.04 -0.78
H -2.28 1.35 -0.62
C -0.90 -5.41 -0.61
H 1.15 -5.98 -0.85
C 2.61 2.72 -1.28
C 2.90 1.36 -1.33
C -0.20 1.64 1.53
C -2.33 -1.92 -0.79
O 2.12 0.52 -2.04
H -2.26 1.20 4.16
N -1.85 -0.66 -0.73
C -2.71 0.36 -0.70
C -4.08 0.22 -0.75
H -4.72 1.09 -0.72
H -1.37 -1.12 3.90
I 3.83 -1.16 -0.08
C 0.02 -2.76 -0.99
N 0.26 2.30 -0.82
H 0.22 -1.57 2.06
C -0.16 -0.57 2.22
N 0.26 0.38 1.38
C 3.93 0.89 -0.52
C 1.21 3.10 -1.68
H -5.65 -1.24 -0.92
C -1.11 1.96 2.52
H 1.94 -3.70 -1.19

=====

(2)
Formula: C24H19O5PYb
Source: the Open Molecules 2025 dataset
Level of theory: ωB97M-V with the def2-TZVPD basis set

Values from the calculation:
Calculated total energy: -2801.14615 Ha
Energy above the lowest of the compared OMol25 structures with the same formula, charge and spin: 77.8 kJ/mol
<S²>: 0.768
Total charge: +3
Multiplicity: 2
HOMO-LUMO gap (alpha / beta): 6.0 / 2.2 eV

Cartesian coordinates (Å):
H -2.90 -2.94 -6.62
H 3.02 -4.33 2.18
H -4.98 -2.56 -5.30
H 1.74 5.21 -0.14
C -4.39 -3.48 -5.18
C 1.87 -2.66 2.94
C 1.34 1.59 3.41
C 2.54 -3.39 1.94
C -1.20 2.60 4.01
P 0.49 0.56 0.95
H -2.65 -4.59 -5.75
H -4.73 -4.21 -4.44
C -0.13 2.90 4.85
C 1.42 3.12 0.37
H -2.20 2.99 4.21
C 1.18 -1.51 2.59
O -0.81 -4.45 -0.54
H 1.98 2.59 5.21
C 1.91 -1.75 0.28
O 1.06 -1.68 -3.61
H -1.86 1.55 2.22
C -1.60 0.92 -2.95
H 1.89 -1.39 -0.76
H -0.28 3.55 5.72
H 2.92 -3.60 -0.19
O -5.11 -0.86 -0.14
C 1.24 1.62 -1.54
C -1.03 1.80 2.88
C 1.63 4.19 -0.51
C 1.30 -0.99 1.28
C 0.26 1.34 2.55
C -3.26 -3.68 -5.90
C 1.13 2.37 4.55
Yb -1.59 -0.92 -1.23
H 1.89 -3.02 3.97
H 2.33 1.20 3.21
O -0.88 0.16 0.34
C -4.06 -0.95 -0.58
H 1.14 0.61 -1.94
H 1.33 2.52 -3.49
H 1.39 3.31 1.44
C -1.07 -3.35 -0.74
C 0.27 -1.49 -2.78
C 1.40 2.69 -2.41
C 2.50 -2.96 0.60
H 0.56 -1.02 3.35
O -1.51 1.79 -3.70
H 1.71 4.80 -2.59
C 1.17 1.82 -0.15
C 1.62 3.97 -1.89

=====

(3)
Formula: C24H20AsCl3FeNS
Source: the Open Molecules 2025 dataset
Level of theory: ωB97M-V with the def2-TZVPD basis set

Values from the calculation:
Calculated total energy: -6258.99808 Ha
<S²>: 8.790
Total charge: +2
Multiplicity: 6
HOMO-LUMO gap (alpha / beta): 8.7 / 5.7 eV

Cartesian coordinates (Å):
N -1.63 -0.74 -2.54
H 2.41 -1.13 2.79
C -0.09 3.74 -0.14
H 0.57 4.23 -3.30
H -2.20 0.99 -3.51
Cl -1.72 3.65 -3.38
C -0.78 -2.18 3.02
C 4.26 -1.58 1.78
C -0.43 -0.01 4.73
H -2.21 3.38 -0.18
C -4.14 -1.74 -3.14
C 0.17 1.00 0.29
C 2.15 -1.18 0.67
H -5.12 -2.14 -3.37
C 4.89 -1.84 0.57
C 1.31 1.82 0.20
C -3.22 -2.51 -2.46
Cl 0.73 1.88 -3.34
H 2.05 3.81 -0.06
H -0.93 -3.02 2.36
H -0.20 4.81 -0.28
C -3.78 -0.46 -3.52
C -0.09 0.11 3.40
H 5.94 -2.09 0.55
H 0.07 3.50 -4.89
H -1.99 0.96 0.20
C -1.23 2.94 -0.08
C -0.26 -0.98 2.54
As 0.22 -0.93 0.69
H 4.64 -1.98 -1.56
C -1.12 -2.29 4.36
H -1.23 -2.58 -1.65
H -4.46 0.17 -4.07
H -1.22 -1.30 6.26
C 1.17 3.18 -0.01
S 2.05 -1.30 -2.11
Cl -3.59 -4.11 -1.96
H 4.82 -1.64 2.70
H 0.31 1.05 3.03
C 2.80 -1.41 -0.58
H -0.31 0.83 5.40
C -1.97 -1.99 -2.17
Fe 0.12 0.07 -1.84
H 2.30 1.39 0.33
C -2.52 0.01 -3.21
C -1.10 1.58 0.12
C -0.05 3.49 -3.81
C -0.95 -1.21 5.21
C 4.17 -1.77 -0.60
H -1.53 -3.22 4.74
C 2.89 -1.27 1.83

=====

(4)
Formula: C24H20BN9O4RuSe
Source: the Open Molecules 2025 dataset
Level of theory: ωB97M-V with the def2-TZVPD basis set

Values from the calculation:
Calculated total energy: -4241.35250 Ha
Energy above the lowest of the compared OMol25 structures with the same formula, charge and spin: 774.4 kJ/mol
<S²>: 0.764
Total charge: -1
Multiplicity: 2
HOMO-LUMO gap (alpha / beta): 6.5 / 6.6 eV

Cartesian coordinates (Å):
C 4.82 1.55 -0.13
Ru -0.35 -0.51 0.63
H -0.19 5.59 1.71
C -1.92 -4.10 1.22
C -3.04 -0.81 -2.67
H -2.61 4.07 4.11
C 6.06 -0.26 -1.17
H -0.69 2.50 -0.09
H -0.82 2.11 4.28
C 0.90 -2.91 -0.45
H -3.55 -1.47 -3.34
H -0.15 -6.19 -0.68
C -0.37 4.54 1.49
N -0.08 -2.21 -0.10
H 6.89 1.65 -0.67
Se -1.24 -1.99 2.76
H 4.97 -2.09 -1.55
H -3.72 3.74 1.67
N -1.58 -0.02 -1.14
O -0.96 -3.59 2.06
O -2.15 -1.14 1.67
N -2.34 2.15 1.30
C -1.94 -1.09 -1.87
N 2.19 -2.38 -0.72
H -2.94 -3.91 1.50
C -1.59 -4.82 0.15
C 0.78 2.26 1.49
H 1.67 -4.82 -1.08
C 3.71 0.72 -0.15
H 4.76 2.55 0.28
O 0.26 -1.34 2.62
C -1.39 2.43 3.43
H -2.43 -5.28 -0.36
N -2.45 0.97 -1.47
C 0.63 3.71 1.82
C -1.69 4.20 0.88
C 0.79 -4.37 -0.65
C -2.28 3.41 3.32
C 2.33 0.93 0.34
B -2.48 2.57 -1.22
C 2.42 -1.15 -0.47
C -0.26 -5.15 -0.39
H -1.43 -2.03 -1.75
O -1.94 -2.25 4.16
N 2.00 2.04 0.94
N 1.60 -0.16 0.06
H -1.90 3.11 -2.16
H -4.08 1.17 -2.75
C 3.77 -0.56 -0.66
H -3.66 2.87 -1.20
C 6.00 1.04 -0.66
C -2.68 3.49 1.88
C 4.94 -1.08 -1.17
N -0.13 1.34 1.63
N -1.33 1.64 2.27
C -3.32 0.51 -2.37
H 1.54 4.14 2.21
H -2.10 5.06 0.35
H 7.00 -0.63 -1.57
C -1.70 2.85 0.13

=====

(5)
Formula: C24H20Br2N5O4RbSe
Source: the Open Molecules 2025 dataset
Level of theory: ωB97M-V with the def2-TZVPD basis set

Values from the calculation:
Calculated total energy: -9075.07107 Ha
Energy above the lowest of the compared OMol25 structures with the same formula, charge and spin: 43.7 kJ/mol
Total charge: -2
HOMO-LUMO gap: 6.1 eV

Cartesian coordinates (Å):
H -0.95 2.28 -2.80
C 4.88 -0.36 -1.23
N 0.94 3.11 -1.00
O -0.40 1.78 0.25
O -2.95 -2.22 -0.75
C 2.89 -0.33 -0.06
C 6.34 -1.93 0.50
C -5.94 1.49 -0.13
N 2.65 0.40 -1.19
O 2.10 -0.56 0.85
H 0.42 -2.77 4.31
Rb -0.67 -1.11 0.75
Se 1.57 -6.10 3.37
H 1.88 4.56 0.18
C 6.19 -0.64 -1.55
C 6.92 -1.43 -0.67
C -4.88 2.21 0.35
H 2.28 2.62 -2.57
C -5.21 -2.47 -1.39
H -5.01 3.23 0.69
O 3.98 1.01 -3.00
H 0.24 0.98 -2.62
Br -4.91 -4.25 -1.98
N 0.21 -3.68 2.31
H 2.71 2.98 0.11
C -6.49 -1.94 -1.51
H 7.95 -1.68 -0.89
C 0.76 -4.63 2.70
H 6.93 -2.56 1.16
C 1.57 3.39 -2.29
C -3.61 1.60 0.39
C 3.79 0.43 -1.93
C 4.31 -0.84 -0.07
C -0.77 -1.07 4.42
C 1.73 3.48 0.15
H -2.74 2.15 0.74
N -3.40 0.37 0.00
H 0.14 -2.16 5.96
H -1.35 0.84 -1.84
C -6.77 -0.66 -1.10
N -1.63 -0.42 4.03
H -6.93 1.93 -0.19
C 0.00 2.14 -0.86
H 1.26 -1.32 4.86
H -7.28 -2.56 -1.92
C -4.43 -0.37 -0.46
C -5.75 0.16 -0.57
C -4.10 -1.76 -0.86
H 4.54 -2.03 1.71
C 5.01 -1.64 0.81
H 0.82 3.49 -3.07
Br -8.56 -0.01 -1.29
C 0.33 -1.88 4.93
H 2.08 4.35 -2.21
H 6.63 -0.26 -2.47
H 1.21 3.15 1.05
C -0.55 1.52 -2.12

=====

(6)
Formula: C24H20ClLaNP
Source: the Open Molecules 2025 dataset
Level of theory: ωB97M-V with the def2-TZVPD basis set

Values from the calculation:
Calculated total energy: -1814.15284 Ha
Energy above the lowest of the compared OMol25 structures with the same formula, charge and spin: 852.9 kJ/mol
HOMO-LUMO gap: 7.7 eV

Cartesian coordinates (Å):
H 0.56 1.33 -2.53
H 3.08 0.31 -1.92
C -0.74 -1.37 -4.80
H -1.88 1.68 -1.48
C 2.86 -1.59 -0.92
C 0.62 -5.73 -1.48
C -0.06 -5.14 0.74
C 0.18 -3.81 0.47
C 1.29 1.70 -0.44
H 0.11 -1.49 -6.77
C 4.93 -0.36 -1.10
C 0.34 1.56 -1.50
H 2.36 1.61 -0.52
H 2.42 -1.82 -5.93
C -0.95 1.79 -0.95
C 5.59 -1.35 -0.39
P 1.05 -1.67 -1.14
C 0.15 -6.11 -0.23
H 5.39 -3.23 0.63
H -1.31 -1.29 -2.74
C 0.87 -4.40 -1.76
H 0.79 -6.48 -2.25
H -0.04 -7.15 -0.02
C 3.53 -2.58 -0.20
H 5.48 0.51 -1.46
C 0.56 2.03 0.74
H -1.75 -1.24 -5.16
N 1.27 -1.16 3.34
C -0.82 2.11 0.43
C 1.60 -1.70 -5.24
C 0.31 -1.52 -5.71
H 0.01 -3.06 1.23
C 4.88 -2.46 0.06
Cl -2.03 -1.19 -0.23
C 1.85 -1.74 -3.87
La 0.00 0.00 0.00
H 2.86 -1.89 -3.52
C 0.66 -3.42 -0.78
H 1.22 -4.11 -2.74
H 2.98 -3.44 0.15
C -0.49 -1.40 -3.44
H 0.98 2.14 1.72
C 0.88 -0.80 2.31
H 6.65 -1.26 -0.18
H -1.62 2.30 1.12
C 0.81 -1.58 -2.96
H -0.43 -5.43 1.72
C 3.58 -0.47 -1.36

=====

(7)
Formula: C24H20F4N2O5
Source: the Open Molecules 2025 dataset
Level of theory: ωB97M-V with the def2-TZVPD basis set

Values from the calculation:
Calculated total energy: -1811.78527 Ha
Energy above the lowest of the compared OMol25 structures with the same formula, charge and spin: 0.0 kJ/mol
SMILES: O=C(COc1ccccc1)Nc1ccc(OC(F)(F)C(F)F)c(NC(=O)COc2ccccc2)c1
HOMO-LUMO gap: 9.2 eV

Cartesian coordinates (Å):
H -2.81 -2.70 -0.12
C -1.76 2.63 -1.82
C 5.41 -0.55 -2.45
N -1.39 -0.09 0.86
H 2.61 3.32 1.07
H 0.30 4.10 0.74
C -2.83 -2.01 0.74
H -4.97 -3.42 0.47
H 5.88 0.37 2.72
H 5.43 0.21 -3.22
C -1.42 -1.44 0.92
H -5.48 0.80 0.07
F -0.45 2.86 -2.01
C 5.34 -2.49 -0.48
C -0.31 0.77 0.92
O -1.89 2.56 0.64
H 5.49 0.88 -0.88
C -5.07 -1.28 0.30
H -8.82 -1.82 -0.41
O 5.45 -0.88 1.22
O -3.76 -0.97 0.54
C -0.54 2.14 0.79
C -7.77 -1.67 -0.21
C -7.24 -0.38 -0.20
H 3.38 -0.27 1.44
C 4.51 1.40 1.42
C 1.80 2.61 1.03
C -5.90 -0.19 0.05
H -2.33 3.07 -2.65
C -2.24 3.21 -0.47
H -7.35 -3.75 0.02
C 1.00 0.33 1.11
C 0.50 3.05 0.84
F -1.93 1.29 -1.82
H 5.24 -3.90 -2.08
C 5.42 -1.14 -0.13
C 5.34 -1.88 -2.80
H -2.29 0.36 0.73
C -6.94 -2.75 0.03
C 5.69 0.44 1.64
C -5.59 -2.56 0.28
C 2.05 1.25 1.16
O -0.47 -2.17 1.08
H 5.32 -3.22 0.30
C 5.30 -2.85 -1.81
F -1.88 4.53 -0.45
H 6.59 0.86 1.17
N 3.33 0.74 1.36
H -7.88 0.47 -0.38
H -3.07 -2.60 1.64
C 5.45 -0.17 -1.12
H 1.18 -0.72 1.21
O 4.67 2.59 1.35
F -3.60 3.22 -0.51
H 5.30 -2.17 -3.84

=====

(8)
Formula: C24H20F6KN2O6PSSb
Source: the Open Molecules 2025 dataset
Level of theory: ωB97M-V with the def2-TZVPD basis set

Values from the calculation:
Calculated total energy: -3666.75047 Ha
Energy above the lowest of the compared OMol25 structures with the same formula, charge and spin: 38.3 kJ/mol
<S²>: 0.794
Total charge: -2
Multiplicity: 2
HOMO-LUMO gap (alpha / beta): 6.4 / 7.2 eV

Cartesian coordinates (Å):
O -0.13 3.58 -0.88
C 2.30 -0.69 -2.20
C 1.74 -4.43 -2.00
C 2.09 4.54 1.40
C 2.12 1.70 1.54
C 3.20 2.40 1.06
F -4.02 -1.03 -0.92
C 6.47 -0.64 3.63
C 2.23 -3.21 -2.45
O -1.01 0.07 3.73
H 6.54 -2.41 2.41
C 4.46 0.67 3.43
O -0.22 1.89 0.92
C 0.53 -3.24 -0.32
C 3.52 -0.53 -2.86
C 3.21 3.80 0.97
H 3.42 2.84 -3.05
H 3.88 1.54 3.70
H 0.07 4.48 2.04
P 2.27 -0.11 1.74
H 0.45 -5.37 -0.55
H 1.27 2.37 -1.88
C 3.94 -0.22 2.49
F -1.59 -1.75 -1.70
C 5.71 0.47 3.99
C 3.94 0.75 -3.18
S -1.11 2.88 -0.06
F -3.13 -3.43 -0.41
C -0.26 -0.59 3.00
O -0.57 -1.37 2.06
H 4.10 4.31 0.61
C 0.82 2.42 1.81
H 1.63 -1.42 3.60
H 1.44 0.30 4.03
H 7.45 -0.80 4.07
H -0.14 -3.18 0.53
C 3.13 1.82 -2.83
C 0.87 -4.44 -0.92
N 1.52 0.34 -1.87
F -5.06 -3.15 -2.30
C 1.26 -0.45 3.25
N 1.00 -2.07 -0.76
H 2.01 -5.35 -2.50
F -3.47 -1.34 -3.54
F -2.57 -3.84 -3.01
C 1.82 -2.05 -1.80
H 2.89 -3.16 -3.31
C 5.96 -1.54 2.70
H 4.10 1.87 0.79
Sb -3.34 -2.44 -2.01
O -1.91 1.91 -0.77
H 4.32 -2.02 1.40
K -1.37 -0.22 0.16
C 1.93 1.57 -2.18
C 4.71 -1.33 2.14
H 4.89 0.91 -3.68
O -1.85 3.73 0.85
H 2.11 5.62 1.38
C 0.95 3.91 1.78
H 6.10 1.18 4.71
H 4.14 -1.39 -3.08
H 0.44 2.13 2.80

=====

Q: calculated total energy of number 1 (C24H19I2N3OSm)?
A: -2418.67531 Ha

=====

What did the fourth record say?
Formula: C24H20BN9O4RuSe
Source: the Open Molecules 2025 dataset
Level of theory: ωB97M-V with the def2-TZVPD basis set

Values from the calculation:
Calculated total energy: -4241.35250 Ha
Energy above the lowest of the compared OMol25 structures with the same formula, charge and spin: 774.4 kJ/mol
<S²>: 0.764
Total charge: -1
Multiplicity: 2
HOMO-LUMO gap (alpha / beta): 6.5 / 6.6 eV

Cartesian coordinates (Å):
C 4.82 1.55 -0.13
Ru -0.35 -0.51 0.63
H -0.19 5.59 1.71
C -1.92 -4.10 1.22
C -3.04 -0.81 -2.67
H -2.61 4.07 4.11
C 6.06 -0.26 -1.17
H -0.69 2.50 -0.09
H -0.82 2.11 4.28
C 0.90 -2.91 -0.45
H -3.55 -1.47 -3.34
H -0.15 -6.19 -0.68
C -0.37 4.54 1.49
N -0.08 -2.21 -0.10
H 6.89 1.65 -0.67
Se -1.24 -1.99 2.76
H 4.97 -2.09 -1.55
H -3.72 3.74 1.67
N -1.58 -0.02 -1.14
O -0.96 -3.59 2.06
O -2.15 -1.14 1.67
N -2.34 2.15 1.30
C -1.94 -1.09 -1.87
N 2.19 -2.38 -0.72
H -2.94 -3.91 1.50
C -1.59 -4.82 0.15
C 0.78 2.26 1.49
H 1.67 -4.82 -1.08
C 3.71 0.72 -0.15
H 4.76 2.55 0.28
O 0.26 -1.34 2.62
C -1.39 2.43 3.43
H -2.43 -5.28 -0.36
N -2.45 0.97 -1.47
C 0.63 3.71 1.82
C -1.69 4.20 0.88
C 0.79 -4.37 -0.65
C -2.28 3.41 3.32
C 2.33 0.93 0.34
B -2.48 2.57 -1.22
C 2.42 -1.15 -0.47
C -0.26 -5.15 -0.39
H -1.43 -2.03 -1.75
O -1.94 -2.25 4.16
N 2.00 2.04 0.94
N 1.60 -0.16 0.06
H -1.90 3.11 -2.16
H -4.08 1.17 -2.75
C 3.77 -0.56 -0.66
H -3.66 2.87 -1.20
C 6.00 1.04 -0.66
C -2.68 3.49 1.88
C 4.94 -1.08 -1.17
N -0.13 1.34 1.63
N -1.33 1.64 2.27
C -3.32 0.51 -2.37
H 1.54 4.14 2.21
H -2.10 5.06 0.35
H 7.00 -0.63 -1.57
C -1.70 2.85 0.13

=====

What did the sixth record say?
Formula: C24H20ClLaNP
Source: the Open Molecules 2025 dataset
Level of theory: ωB97M-V with the def2-TZVPD basis set

Values from the calculation:
Calculated total energy: -1814.15284 Ha
Energy above the lowest of the compared OMol25 structures with the same formula, charge and spin: 852.9 kJ/mol
HOMO-LUMO gap: 7.7 eV

Cartesian coordinates (Å):
H 0.56 1.33 -2.53
H 3.08 0.31 -1.92
C -0.74 -1.37 -4.80
H -1.88 1.68 -1.48
C 2.86 -1.59 -0.92
C 0.62 -5.73 -1.48
C -0.06 -5.14 0.74
C 0.18 -3.81 0.47
C 1.29 1.70 -0.44
H 0.11 -1.49 -6.77
C 4.93 -0.36 -1.10
C 0.34 1.56 -1.50
H 2.36 1.61 -0.52
H 2.42 -1.82 -5.93
C -0.95 1.79 -0.95
C 5.59 -1.35 -0.39
P 1.05 -1.67 -1.14
C 0.15 -6.11 -0.23
H 5.39 -3.23 0.63
H -1.31 -1.29 -2.74
C 0.87 -4.40 -1.76
H 0.79 -6.48 -2.25
H -0.04 -7.15 -0.02
C 3.53 -2.58 -0.20
H 5.48 0.51 -1.46
C 0.56 2.03 0.74
H -1.75 -1.24 -5.16
N 1.27 -1.16 3.34
C -0.82 2.11 0.43
C 1.60 -1.70 -5.24
C 0.31 -1.52 -5.71
H 0.01 -3.06 1.23
C 4.88 -2.46 0.06
Cl -2.03 -1.19 -0.23
C 1.85 -1.74 -3.87
La 0.00 0.00 0.00
H 2.86 -1.89 -3.52
C 0.66 -3.42 -0.78
H 1.22 -4.11 -2.74
H 2.98 -3.44 0.15
C -0.49 -1.40 -3.44
H 0.98 2.14 1.72
C 0.88 -0.80 2.31
H 6.65 -1.26 -0.18
H -1.62 2.30 1.12
C 0.81 -1.58 -2.96
H -0.43 -5.43 1.72
C 3.58 -0.47 -1.36